43
Properties=species:S:1:pos:R:3:nbo_charge:R:1 method="wB97M-V/def2-TZVPD" charge=+4 multiplicity=4 relative_energy_kj_mol=0.00 s_squared=3.775
N -0.6194 2.4806 0.2561 -0.550
C -0.1998 3.5510 0.0847 0.476
C 0.2261 4.9226 -0.0295 -0.768
H -0.6519 5.5690 -0.1331 0.325
H 0.8818 5.0590 -0.8994 0.296
H 0.7669 5.2165 0.8774 0.309
N 2.1766 -1.4110 -0.7170 -0.471
C 3.1174 -2.0336 -0.9902 0.650
C 4.3132 -2.8147 -1.0287 -0.771
H 4.9996 -2.3808 -1.7596 0.327
H 4.0722 -3.8367 -1.3342 0.328
H 4.7867 -2.8299 -0.0414 0.337
N -2.5176 -0.4426 0.2575 -0.549
C -3.3242 -1.2629 0.0809 0.476
C -4.4180 -2.1945 -0.0229 -0.768
H -4.2764 -3.0158 0.6902 0.305
H -4.4750 -2.6093 -1.0378 0.300
H -5.3581 -1.6865 0.2150 0.326
Re 0.4825 -0.3107 -0.6820 0.661
C -0.1746 -1.7451 0.5163 0.648
O -0.5164 -2.6068 1.2249 -0.314
C 1.5285 0.8713 0.5154 0.648
O 2.1732 1.5319 1.2311 -0.315
C 0.7146 1.1924 -2.2572 -0.212
C -0.6942 1.2691 -2.2596 -0.089
C -1.4404 0.1166 -2.2600 -0.069
C -0.7936 -1.1378 -2.2559 -0.275
C 0.5537 -1.1956 -2.6700 -0.163
C 1.3198 -0.0143 -2.6667 -0.195
H 1.3219 2.0774 -2.1060 0.299
H -1.1820 2.2260 -2.1353 0.309
H -2.5132 0.1701 -2.1373 0.309
H -1.3528 -2.0538 -2.1020 0.311
H 0.9813 -2.1526 -2.9526 0.314
H 2.3697 -0.0128 -2.9423 0.314
N 0.4702 1.0729 4.1407 -0.702
C -0.5322 0.3481 3.6246 0.217
N -0.7701 -0.8738 4.1363 -0.703
S -1.3736 0.8900 2.2747 0.639
H 0.8339 0.9130 5.0689 0.463
H 0.8753 1.8108 3.5801 0.434
H -1.2872 -1.5373 3.5779 0.433
H -0.4945 -1.1296 5.0681 0.462

---

43
Properties=species:S:1:pos:R:3:nbo_charge:R:1 method="wB97M-V/def2-TZVPD" relative_energy_kj_mol=1578.11
C 5.8600 3.1451 3.5186 -0.621
C 4.6618 2.9302 2.4794 -0.063
H 4.9408 2.8741 1.4930 0.186
H 4.0390 3.7683 2.6743 0.194
O 4.2559 1.6858 2.6871 -0.471
C 3.0889 1.5659 2.0661 0.880
O 2.6366 2.4190 1.2310 -0.614
N 2.6396 0.1051 2.3549 -0.492
N 1.4294 -0.2790 1.8568 -0.405
C 0.5461 -0.9513 2.5008 0.328
N -0.6922 -1.5004 2.2142 -0.538
C -1.1676 -1.3243 0.9277 -0.030
C -2.4114 -1.5336 0.3792 0.265
N -2.8993 -1.3259 -0.7370 -0.233
N -1.5981 -0.8285 -1.3667 -0.268
C -0.6583 -0.5788 -0.3681 0.585
O 0.5230 -0.2460 -0.8105 -0.680
C -1.5068 -0.4767 -2.7209 0.138
C -0.8594 0.3543 -3.2152 -0.285
C -0.6554 0.7161 -4.4916 -0.141
C -1.0793 -0.3242 -5.4410 -0.244
C -1.9542 -1.2183 -4.7913 -0.149
C -2.1604 -1.5086 -3.5141 -0.239
H -2.6993 -2.2140 -3.1160 0.212
H -2.2955 -2.3270 -5.5822 0.167
H -1.0862 -0.1823 -6.5597 0.237
H 0.0884 1.5483 -5.0759 0.244
H -0.4105 1.0617 -2.4297 0.256
C -4.0993 -0.7106 -1.1880 -0.308
H -4.1125 -0.5855 -2.3473 0.246
H -4.8911 -1.7144 -0.9843 0.206
H -4.3094 -0.0023 -0.7524 0.138
C -3.6655 -2.0596 1.4526 -0.633
H -3.1059 -2.2677 2.3312 0.205
H -4.0274 -2.8847 0.9850 0.204
H -4.5385 -1.3773 1.7223 0.227
H -1.0938 -2.0971 2.6641 0.394
S 0.7343 -1.1462 4.2107 -0.414
H 1.2098 -0.0962 0.8442 0.456
H 2.7401 -0.1842 3.4348 0.447
H 6.3574 4.1761 3.2802 0.200
H 6.5571 2.4620 3.5720 0.200
H 5.6687 3.1328 4.6119 0.214

---

37
Properties=species:S:1:pos:R:3:nbo_charge:R:1 method="wB97M-V/def2-TZVPD" relative_energy_kj_mol=82.18
C 1.3058 4.6302 4.0052 -0.252
O 0.5201 3.5045 3.6983 -0.490
C 1.0263 2.5668 2.8524 0.292
C 2.2718 2.6327 2.2393 -0.266
C 2.6782 1.6147 1.3917 -0.195
C 1.8695 0.5181 1.1456 -0.081
C 2.3089 -0.5887 0.2146 -0.223
N 1.3449 -0.8357 -0.8311 -0.571
C 0.3879 -1.7798 -0.7324 0.136
C -0.7072 -1.9156 -1.5230 -0.295
C -1.0087 -0.9204 -2.6170 -0.420
C -2.0677 -1.4168 -3.5949 -0.387
C -3.2601 -1.9582 -2.8197 -0.396
C -2.8356 -3.2083 -2.0642 -0.500
C -1.5882 -3.0292 -1.2173 0.568
O -1.3505 -3.8235 -0.3174 -0.607
C 0.6220 0.4584 1.7613 -0.181
C 0.2036 1.4662 2.6005 -0.246
H 2.2445 4.3452 4.4912 0.176
H 0.7104 5.2256 4.6956 0.202
H 1.5242 5.2247 3.1120 0.175
H 2.9335 3.4674 2.4087 0.212
H 3.6495 1.6810 0.9220 0.207
H 2.4390 -1.5182 0.7767 0.213
H 3.2683 -0.3263 -0.2436 0.202
H 1.1605 -0.0536 -1.4418 0.391
H 0.5479 -2.5298 0.0322 0.223
H -1.3578 0.0151 -2.1615 0.200
H -0.0896 -0.6950 -3.1677 0.200
H -1.6516 -2.2117 -4.2178 0.197
H -2.3718 -0.5987 -4.2517 0.207
H -3.6138 -1.1998 -2.1173 0.196
H -4.0824 -2.1981 -3.4974 0.210
H -2.6126 -4.0101 -2.7757 0.223
H -3.6335 -3.5733 -1.4142 0.232
H -0.0251 -0.3867 1.5765 0.220
H -0.7604 1.4269 3.0820 0.226

---

40
Properties=species:S:1:pos:R:3:nbo_charge:R:1 method="wB97M-V/def2-TZVPD" smiles="CCOC(=O)c1c(C)n(COCCO)c2ccc(O)cc12" relative_energy_kj_mol=171.59
C 2.3291 -5.0458 -0.4828 -0.623
C 0.8732 -4.6561 -0.6595 -0.068
O 0.7357 -3.2740 -0.3391 -0.528
C -0.5108 -2.7657 -0.4542 0.797
O -1.4482 -3.4488 -0.8036 -0.615
C -0.6014 -1.3540 -0.1154 -0.288
C 0.3858 -0.4595 0.2535 0.298
C 1.8516 -0.6464 0.3942 -0.677
N -0.1775 0.7632 0.4986 -0.365
C 0.5392 1.9396 0.8664 0.109
O 1.1750 2.4673 -0.2806 -0.533
C 2.1441 3.4530 -0.0229 -0.087
C 1.5483 4.8000 0.4223 -0.088
O 2.5293 5.8000 0.5086 -0.707
C -1.5370 0.6964 0.2586 0.097
C -2.5266 1.6650 0.3456 -0.212
C -3.8218 1.2934 0.0570 -0.272
C -4.1352 -0.0218 -0.3126 0.302
O -5.4430 -0.3002 -0.5787 -0.671
C -3.1523 -0.9903 -0.4034 -0.308
C -1.8414 -0.6266 -0.1171 0.045
H 2.4555 -6.0996 -0.7135 0.217
H 2.6426 -4.8663 0.5422 0.210
H 2.9582 -4.4594 -1.1475 0.210
H 0.2215 -5.2401 0.0007 0.188
H 0.5393 -4.8174 -1.6911 0.188
H 2.3781 0.1158 -0.1789 0.232
H 2.1507 -0.5600 1.4401 0.222
H 2.1327 -1.6291 0.0341 0.262
H 1.2968 1.7000 1.6323 0.174
H -0.1723 2.6620 1.2891 0.183
H 2.8647 3.1049 0.7327 0.167
H 2.6697 3.5868 -0.9738 0.187
H 1.1276 4.7205 1.4274 0.174
H 0.7469 5.0822 -0.2748 0.165
H 2.9068 5.9516 -0.3653 0.465
H -2.3049 2.6847 0.6208 0.211
H -4.6260 2.0096 0.1070 0.223
H -5.5249 -1.2296 -0.8254 0.480
H -3.3793 -2.0054 -0.6912 0.238

---

Here is a 2-piece molecular cluster, C15H20BrF7N3P overall from OMol25. Energies are from wB97M-V/def2-TZVPD.

Geometry as XYZ:
```
47
Properties=species:S:1:pos:R:3:nbo_charge:R:1
F 3.9553 -1.3855 0.6567 -0.384
C 4.3043 -0.0804 0.0908 0.044
C 3.0062 0.9046 0.1142 -0.441
C 1.8439 0.0673 -0.6802 -0.491
C 0.6686 1.0934 -1.0067 0.494
N 0.0246 1.2793 -2.2784 -0.163
C 0.2399 0.6644 -3.6176 -0.235
C 0.6467 -0.8894 -3.6001 -0.455
C -0.1770 -1.8029 -2.5642 -0.439
Br 1.1150 -3.2318 -1.9466 -0.046
N -0.9332 2.2549 -2.1872 -0.198
C -0.9822 2.7609 -0.8573 0.179
N 0.0392 2.0057 -0.0978 -0.354
C 0.2838 2.2943 1.3456 -0.256
C -0.2521 1.1466 2.3244 -0.084
C 0.7309 0.2303 3.1334 -0.239
C 0.1662 -0.8889 4.0765 -0.215
C -1.3827 -1.0367 4.2038 -0.201
C -2.3684 -0.1066 3.4063 -0.176
C -1.8142 1.0064 2.4619 -0.186
H 4.6346 -0.3083 -0.9916 0.178
H 5.1590 0.3401 0.7194 0.191
H 3.2628 1.8561 -0.4668 0.224
H 2.7553 1.0703 1.2140 0.226
H 2.3625 -0.3793 -1.5911 0.266
H 1.4393 -0.7292 0.0540 0.309
H 1.0813 1.2374 -4.1717 0.228
H -0.7217 0.8213 -4.2427 0.266
H 1.7948 -0.9971 -3.5108 0.224
H 0.4007 -1.2976 -4.6574 0.247
H -1.0321 -2.3892 -3.0733 0.262
H -0.5163 -1.2776 -1.6104 0.270
H -1.6248 3.5839 -0.3921 0.268
H -0.3415 3.2388 1.5924 0.237
H 1.3750 2.6083 1.5695 0.242
H 1.8685 0.3345 3.0755 0.218
H 0.8344 -1.5957 4.6919 0.239
H -1.8622 -1.8367 4.8843 0.240
H -3.5097 -0.2085 3.4880 0.257
H -2.4739 1.7293 1.8677 0.234
F -3.8563 -0.4849 0.7241 -0.607
P -3.4288 -1.7286 -0.2044 2.639
F -3.7577 -0.7813 -1.4624 -0.603
F -2.4321 -2.9749 -0.0187 -0.596
F -4.2654 -2.6596 -1.2109 -0.595
F -4.3134 -2.3689 0.9739 -0.596
F -1.9469 -1.0883 -0.2280 -0.622
```

---

43
Properties=species:S:1:pos:R:3:nbo_charge:R:1 method="wB97M-V/def2-TZVPD" smiles="CC(=O)CCC[C@@H](NS(=O)(=O)CCC(Cl)(Cl)Cl)c1ccccc1"
C -5.0936 -1.0578 0.8858 -0.722
C -3.6003 -0.9441 0.7358 0.612
O -2.8307 -1.2619 1.6085 -0.555
C -3.1348 -0.3688 -0.5843 -0.519
C -2.8512 1.1364 -0.4338 -0.382
C -1.7051 1.4620 0.5243 -0.414
C -0.3086 1.3117 -0.0998 -0.102
N 0.6591 1.9629 0.7653 -0.872
S 2.0093 2.6352 0.1105 2.326
O 1.6040 3.3957 -1.0303 -0.943
O 2.7040 3.2766 1.1842 -0.946
C 3.0729 1.2699 -0.4854 -0.667
C 3.4539 0.4136 0.7020 -0.508
C 4.5357 -0.6056 0.3809 -0.070
Cl 4.8529 -1.6127 1.8123 0.021
Cl 6.0485 0.1917 -0.0943 0.018
Cl 4.0174 -1.6722 -0.9438 0.013
C 0.0753 -0.1234 -0.3736 0.055
C 0.2292 -1.0268 0.6733 -0.255
C 0.6017 -2.3358 0.4227 -0.190
C 0.8289 -2.7583 -0.8761 -0.211
C 0.6842 -1.8657 -1.9246 -0.209
C 0.3143 -0.5554 -1.6738 -0.256
H -5.5699 -0.1209 0.6069 0.226
H -5.4579 -1.8330 0.2138 0.236
H -5.3563 -1.3200 1.9071 0.234
H -3.9015 -0.5110 -1.3461 0.215
H -2.2219 -0.8778 -0.8911 0.238
H -2.6283 1.5491 -1.4195 0.212
H -3.7586 1.6241 -0.0698 0.208
H -1.7944 2.5010 0.8450 0.226
H -1.7760 0.8281 1.4088 0.222
H -0.2668 1.8902 -1.0286 0.231
H 0.7961 1.5539 1.6737 0.406
H 2.5218 0.7251 -1.2454 0.254
H 3.9348 1.7620 -0.9277 0.260
H 2.5789 -0.1368 1.0595 0.249
H 3.8128 1.0704 1.4995 0.264
H 0.0314 -0.7156 1.6884 0.219
H 0.7103 -3.0275 1.2441 0.221
H 1.1182 -3.7796 -1.0710 0.219
H 0.8619 -2.1888 -2.9394 0.218
H 0.1981 0.1398 -2.4938 0.217

---

Number 1: calculated total energy -40326.495 eV. Number 2: calculated total energy -40276.639 eV. Number 3: calculated total energy -21448.087 eV. Number 4: calculated total energy -27591.080 eV. Number 5: calculated total energy -118698.255 eV. Number 6: calculated total energy -71915.033 eV.